Entry 1:
The following is a DFT calculation (ωB97M-V/def2-TZVPD) of a single C25H25N5O2S molecule.

frontier orbital gap	8.21	eV
E_LUMO	0.46	eV
charge	0
SMILES	COc1cccc(N2CCN(C(=O)c3ccc(CSc4nc5ccncc5[nH]4)cc3)CC2)c1
HOMO energy	-7.752	eV
energy above the lowest of the compared OMol25 structures with the same formula, charge and spin	22.9	kcal/mol
DFT total energy	-48712.1131	eV

Element x y z (Å)
C 5.22005 5.42631 4.16125
O 4.82053 4.19241 3.61873
C 4.70888 4.08651 2.26148
C 4.93798 5.11969 1.36058
C 4.79684 4.86034 0.00848
C 4.42363 3.61692 -0.45832
C 4.18407 2.56697 0.43633
N 3.87281 1.27808 0.01689
C 3.87816 0.93435 -1.38825
C 2.51151 1.18903 -2.03937
N 1.50227 0.45081 -1.30784
C 0.87214 -0.59524 -1.89070
O 1.03182 -0.88888 -3.06078
C -0.06090 -1.36708 -1.00514
C 0.38015 -2.53071 -0.38661
C -0.48849 -3.27851 0.38546
C -1.80954 -2.87734 0.54880
C -2.75199 -3.69745 1.36432
S -3.50727 -5.02961 0.34640
C -4.86040 -4.16590 -0.30218
N -5.21772 -2.95351 0.02089
C -6.34804 -2.70525 -0.71267
C -7.16980 -1.58677 -0.78318
C -8.25259 -1.68518 -1.63786
N -8.54866 -2.75086 -2.37666
C -7.77866 -3.81946 -2.32401
C -6.66463 -3.83878 -1.50324
N -5.68493 -4.75964 -1.21503
C -2.25364 -1.72395 -0.08797
C -1.38566 -0.97363 -0.85956
C 1.47335 0.76521 0.09998
C 2.86310 0.51594 0.71720
C 4.34375 2.82872 1.79643
H 5.25774 5.27660 5.23929
H 4.50053 6.21954 3.93249
H 6.21161 5.72173 3.80300
H 5.22386 6.10546 1.68845
H 4.97357 5.65654 -0.70010
H 4.31406 3.47995 -1.52160
H 4.66816 1.47716 -1.90444
H 4.10126 -0.13651 -1.46109
H 2.49663 0.84063 -3.07317
H 2.26601 2.25572 -2.00426
H 1.40366 -2.85087 -0.51583
H -0.14172 -4.18377 0.86288
H -3.58749 -3.11094 1.74060
H -2.24281 -4.22031 2.17284
H -6.97375 -0.70036 -0.20319
H -8.94145 -0.85842 -1.74715
H -8.06452 -4.65834 -2.94434
H -5.58316 -5.68694 -1.59055
H -3.28643 -1.42776 0.01858
H -1.73439 -0.07980 -1.35528
H 0.71886 0.15979 0.60271
H 1.21878 1.82593 0.21859
H 2.84039 0.78317 1.77099
H 3.10887 -0.54828 0.62965
H 4.21361 2.05654 2.53705

Forces on the atoms, in the same order (eV/Å):
0.1 0.2 0.1
-0.1 -0.3 -0.3
-0.1 -0.1 0.0
0.1 0.2 0.3
0.0 0.0 0.1
0.0 -0.1 -0.2
0.2 0.2 0.2
0.2 -0.3 -0.1
-0.2 0.2 -0.2
0.3 -0.1 -0.3
0.1 0.2 0.0
-0.1 0.0 0.1
0.0 -0.2 -0.2
-0.2 -0.3 -0.1
0.0 0.1 -0.1
-0.1 0.1 0.0
0.1 0.1 0.0
-0.3 -0.3 -0.3
0.3 -0.2 0.3
0.0 0.1 0.1
0.3 0.0 0.3
-0.5 -0.5 -0.6
0.1 -0.2 -0.1
0.0 0.4 0.2
-0.4 -0.1 -0.3
0.2 -0.3 0.0
-0.3 0.9 0.2
0.2 -0.1 0.1
0.0 0.0 0.1
0.2 0.0 0.0
0.2 -0.1 0.5
-0.4 0.1 0.1
-0.1 0.1 0.2
0.0 0.1 -0.1
0.0 0.0 0.0
0.0 0.0 0.0
0.0 0.1 0.1
0.0 0.1 -0.1
0.0 0.0 -0.1
0.0 0.0 0.0
0.0 0.1 -0.1
0.0 0.1 0.1
0.0 0.0 0.0
0.1 0.0 0.0
0.1 -0.1 0.1
0.1 0.0 0.1
-0.1 0.0 0.0
0.0 0.1 0.1
0.0 0.1 0.1
0.0 -0.1 0.0
0.0 0.1 0.0
0.0 0.0 0.0
0.0 0.1 0.0
0.1 0.1 0.0
0.0 -0.1 0.0
0.0 -0.1 0.0
0.0 0.0 0.1
0.0 -0.1 0.1

***

Entry 2:
The following is a DFT calculation (ωB97M-V/def2-TZVPD) of a molecular structure, C25H25N7O6ReS3.

frontier orbital gap (alpha / beta)	6.95 / 6.26	eV
E_LUMO (alpha / beta)	-0.86 / -1.14	eV
charge	0
HOMO energy (alpha / beta)	-7.804 / -7.397	eV
energy above the lowest of the compared OMol25 structures with the same formula, charge and spin	29.0	kcal/mol
DFT total energy	-83683.8652	eV
multiplicity	2

Element x y z (Å)
Re 1.66000 -0.80512 -1.08433
O -3.29659 -1.76549 -3.20862
C -3.52458 -1.52515 -1.90781
C -4.80123 -1.79844 -1.41366
C -5.10101 -1.56411 -0.08734
C -4.13745 -1.05687 0.78497
C -2.87073 -0.79154 0.30693
C -2.54693 -1.02032 -1.03545
C -1.17612 -0.74931 -1.48203
O -0.30215 -0.38538 -0.59962
N -0.85160 -0.88881 -2.74624
N 0.49226 -0.64415 -2.86985
C 0.94538 -0.06317 -3.93294
C 2.24437 0.49483 -3.73807
C 2.98181 1.16356 -4.71731
C 4.16830 1.75914 -4.37780
C 4.61828 1.66934 -3.05651
C 3.87269 0.98240 -2.13757
N 2.68446 0.41247 -2.45304
H -2.37905 -1.48572 -3.42029
H -5.54121 -2.18693 -2.10068
H -6.09928 -1.77527 0.27514
H -4.37864 -0.87201 1.82329
H -2.09445 -0.41560 0.96419
H 0.31676 0.14207 -4.78933
H 2.59431 1.20099 -5.72607
H 4.75133 2.28670 -5.12019
H 5.54929 2.12184 -2.74813
H 4.20263 0.86208 -1.11694
C -1.54661 3.89526 5.10015
C -1.12139 3.65116 3.67795
C -1.86622 2.82362 2.84177
C -1.48457 2.59386 1.53183
C -0.34210 3.20931 1.03971
C 0.42049 4.03497 1.85252
C 0.02221 4.25262 3.16047
S 1.27692 0.32005 2.05600
O 0.24796 -0.66365 2.47158
O 2.38436 0.43398 2.99863
N 2.14041 -0.76012 0.69774
C 3.24309 -1.58410 1.16564
C 4.04038 -2.04424 -0.04561
O 5.04919 -2.69509 0.05224
O 3.52819 -1.63100 -1.19938
H -2.06222 3.02635 5.50847
H -2.22807 4.74626 5.16432
H -0.68710 4.10968 5.73450
H -2.75248 2.33420 3.22799
H -2.04951 1.92878 0.89148
H 1.32472 4.48285 1.46297
H 0.62480 4.88837 3.79783
H 2.86352 -2.46371 1.69411
H 3.87005 -1.03944 1.87364
S 0.30050 3.23446 -3.00128
C 0.14929 3.08940 -1.42833
N 0.08047 2.94043 -0.26336
C -1.20714 -3.35251 2.13771
N -0.31639 -2.90344 1.07938
C -0.07224 -3.58902 -0.00628
N -0.66022 -4.78834 -0.16377
S 0.99713 -3.12704 -1.28985
H -1.11619 -2.63255 2.94550
H -0.91000 -4.33517 2.50926
H -2.24420 -3.37545 1.79319
H 0.09859 -1.98329 1.25163
H -1.39824 -5.08511 0.45053
H -0.57820 -5.24434 -1.05557

Forces on the atoms, in the same order (eV/Å):
0.0 -0.3 -0.9
-0.1 0.0 0.0
0.0 0.0 0.0
0.0 0.0 0.0
0.0 0.0 0.0
0.0 0.0 0.0
0.0 -0.1 0.0
0.0 0.1 0.0
-0.1 0.0 -0.1
0.1 0.1 0.2
0.2 0.0 -0.1
-0.1 0.0 0.1
0.1 0.1 -0.1
-0.1 -0.1 0.0
0.0 0.0 0.0
0.0 0.0 0.0
0.0 0.0 0.0
0.0 0.0 0.0
-0.1 0.0 0.2
0.0 0.0 0.0
0.0 0.0 0.0
0.0 0.0 0.0
0.0 0.0 0.0
0.0 0.0 0.0
0.0 0.0 0.0
0.0 0.0 0.0
0.0 0.0 0.0
0.0 0.0 0.0
0.0 0.0 0.0
0.0 0.0 0.0
0.0 0.0 0.0
0.0 0.0 0.0
0.0 0.0 -0.1
0.1 -0.2 0.0
0.0 0.0 0.0
0.0 0.0 0.0
-0.2 0.2 0.3
0.1 0.0 0.0
-0.1 -0.1 -0.1
0.3 0.0 0.3
-0.1 0.1 0.0
0.1 0.0 -0.1
0.0 0.0 0.0
-0.1 0.1 0.2
0.0 0.0 0.0
0.0 0.0 0.0
0.0 0.0 0.0
0.0 0.0 0.0
0.0 0.0 0.0
0.0 0.0 0.0
0.0 0.0 0.0
0.0 0.0 0.0
0.0 0.0 0.0
0.0 0.0 0.0
0.1 -0.1 0.0
-0.2 0.2 0.0
0.0 0.0 -0.1
0.0 -0.1 0.1
-0.1 0.1 0.0
0.0 0.0 -0.1
-0.1 0.0 0.2
0.0 0.0 0.0
0.0 0.0 0.0
0.0 0.0 0.0
0.0 0.1 0.0
0.0 0.0 0.0
0.0 0.0 0.0

***

Entry 3:
The following is a DFT calculation (ωB97M-V/def2-TZVPD) of a molecular structure, C25H26AsN4O5PbS5.

frontier orbital gap	6.32	eV
E_LUMO	1.75	eV
charge	-1
HOMO energy	-4.573	eV
energy above the lowest of the compared OMol25 structures with the same formula, charge and spin	61.1	kcal/mol
DFT total energy	-162807.7237	eV

Element x y z (Å)
Pb 1.09298 -1.42272 -0.02077
O 1.41358 -6.20113 4.50180
C 1.34914 -5.10714 3.67679
C 2.10472 -3.92349 3.89599
C 1.83040 -2.84851 2.96533
N 0.97193 -3.01683 1.97003
C 0.41761 -4.18539 1.64092
C 0.45530 -5.22882 2.57878
C -0.34573 -4.20286 0.33599
O -1.14883 -5.14403 0.11755
O -0.13626 -3.21812 -0.48473
C 2.67077 -1.65983 2.88854
O 3.48487 -1.46138 3.81062
O 2.53837 -0.90182 1.83407
H 2.16066 -6.08527 5.10924
H 2.75332 -3.80427 4.74818
H -0.13250 -6.13639 2.30549
S 3.37892 -1.82779 -1.57168
As 3.46480 -0.31984 -3.49240
S 2.86034 -3.48048 -2.65867
S 1.99706 0.90941 -2.52173
S 1.89031 -2.36890 -4.38812
N -0.81166 0.12270 -0.98007
S -2.38203 0.12864 -1.40827
C -2.41631 -0.79330 -2.87934
C -3.58320 -1.48467 -3.08270
C -3.72649 -2.25691 -4.17517
C -2.77877 -2.32111 -5.20049
C -1.59350 -1.68302 -4.96549
C -1.45725 -0.78083 -3.89875
C -2.78433 1.76165 -1.91775
C -2.08076 2.40705 -2.89187
C -2.50601 3.65986 -3.18458
C -3.72091 4.18837 -2.70158
C -4.37556 3.49822 -1.66397
C -3.86192 2.30881 -1.23838
H -0.31302 0.47639 -1.80828
H -4.26990 -1.50517 -2.27315
H -4.56865 -2.89229 -4.32529
H -2.92953 -2.96545 -6.04352
H -0.71710 -1.78661 -5.62712
H -0.57396 -0.12909 -3.81671
H -1.31798 1.89635 -3.44225
H -1.84091 4.28618 -3.79857
H -4.12080 5.12281 -3.10718
H -5.26146 3.85661 -1.17539
H -4.28247 1.67770 -0.51476
C 0.70609 1.51591 2.77420
C 1.12143 2.46899 3.94439
N 2.00407 3.56957 3.44849
C 1.26961 4.20811 2.27006
C 0.81670 3.30521 1.11083
N 1.35863 1.85901 1.45583
C 2.83738 1.98910 1.70957
C 3.23884 2.95859 2.80561
H -0.36661 1.56447 2.66351
H 0.93200 0.49317 2.97419
H 1.61793 1.93578 4.77394
H 0.19744 2.91832 4.35705
H 1.98575 4.96634 1.93421
H 0.46977 4.69249 2.77846
H 1.24215 3.57984 0.16117
H -0.28008 3.25268 1.01700
H 3.25352 2.28403 0.79103
H 3.10065 0.93032 1.90633
H 3.79391 3.84291 2.42090
H 3.90351 2.50790 3.58259

Forces on the atoms, in the same order (eV/Å):
-0.5 1.6 0.3
0.5 0.5 0.0
-0.5 0.5 -0.3
-2.0 0.2 -1.7
-0.5 -3.5 0.9
0.8 0.0 -1.0
-0.3 0.1 2.3
0.3 -0.2 -1.1
-2.0 -1.1 -1.7
1.6 1.4 0.8
-0.4 -1.7 0.9
1.9 3.1 -0.1
-0.8 -0.3 -0.6
0.3 -1.7 1.7
-0.3 0.0 -0.1
0.3 0.1 -0.1
0.8 0.7 0.6
1.4 0.0 -1.0
-2.4 -0.8 1.4
-0.7 0.6 -1.7
1.2 -0.1 -1.1
1.7 0.1 1.9
-1.5 0.5 -0.3
2.7 -0.5 1.4
-0.2 0.9 -2.1
0.3 -0.3 1.1
-0.5 -1.0 -2.3
0.0 -0.3 1.4
1.5 1.5 -0.6
0.3 -0.3 0.9
-0.7 -0.8 0.4
-0.3 -0.5 0.3
-0.2 2.4 -1.1
0.4 -0.4 0.7
0.0 1.0 -0.7
1.1 -0.4 -1.2
0.2 -0.1 0.5
-0.8 -0.1 0.4
-0.8 -0.2 0.2
0.0 -0.2 -0.3
-0.7 0.1 0.2
-0.2 -0.7 0.0
0.7 0.1 0.0
-0.7 -0.3 -0.2
0.3 -0.3 0.3
-0.3 0.4 -0.1
-0.9 -0.4 1.1
0.6 0.7 -0.6
0.1 0.2 -0.3
-0.2 -1.3 -1.7
1.3 0.3 1.1
0.7 -2.5 1.4
-0.9 2.5 1.1
-1.2 -1.7 0.4
-0.3 1.1 1.3
-0.4 0.1 -0.4
0.4 -0.7 0.3
0.0 0.2 -0.4
0.5 0.0 -0.1
-0.3 0.1 -0.1
-1.0 0.6 0.0
0.2 0.2 -0.4
0.4 -0.1 0.0
0.7 0.3 -1.4
0.4 0.9 0.0
-0.2 -0.6 0.0
-0.7 0.1 -0.4

***

- Among the records above, which one has the highest DFT total energy?
  C25H25N5O2S